Entry 1:
{
  "formula": "F12N6Na2O24S12",
  "method": "ωB97M-V/def2-TZVPD",
  "elements": ["S", "S", "S", "S", "S", "S", "S", "S", "S", "S", "S", "S", "Na", "Na", "F", "F", "F", "F", "F", "F", "F", "F", "F", "F", "F", "F", "O", "O", "O", "O", "O", "O", "O", "O", "O", "O", "O", "O", "O", "O", "O", "O", "O", "O", "O", "O", "O", "O", "O", "O", "N", "N", "N", "N", "N", "N"],
  "coordinates": [[3.048, 0.610, 1.919], [-0.385, 1.734, -4.094], [4.535, 1.735, 0.271], [0.110, -2.511, 4.223], [-0.250, -3.227, 1.843], [-0.058, 2.615, -1.752], [-1.496, 1.766, 2.512], [0.813, -3.267, -2.271], [-3.522, -1.376, -0.642], [-1.281, 4.311, 2.437], [3.134, -2.739, -1.735], [-5.071, 0.244, -1.824], [0.241, -0.399, -0.806], [2.428, 0.216, -2.708], [4.018, -1.467, -1.351], [-2.047, 5.440, 1.560], [-3.213, -2.844, -1.144], [-6.684, 0.386, -2.051], [4.948, 3.253, -0.103], [-0.797, -2.611, 5.549], [-0.545, -2.400, -2.177], [2.019, 1.178, 2.929], [-2.759, 0.907, 2.914], [-0.102, 0.317, -4.820], [1.045, 2.300, -0.665], [-1.309, -4.138, 1.065], [3.426, -3.747, -0.789], [3.891, -0.235, 2.689], [-0.757, 1.845, 3.728], [0.970, -3.970, 1.774], [0.467, 2.599, -4.850], [-0.959, 1.073, 1.404], [-3.606, -1.432, 0.766], [1.281, -3.238, 4.599], [0.200, -1.124, 3.960], [-2.442, -0.631, -1.202], [3.694, -2.998, -3.040], [-1.784, 1.869, -4.180], [-4.807, 1.259, -0.863], [3.813, 1.357, -0.901], [0.861, -3.555, -3.661], [2.226, 0.043, 0.901], [-4.593, 0.442, -3.161], [-0.297, -1.995, 1.108], [-1.272, 4.843, 3.771], [5.815, 1.132, 0.501], [-1.260, 2.602, -1.027], [0.452, -4.246, -1.321], [0.433, 3.851, -2.274], [-0.025, 4.258, 1.751], [3.731, 2.065, 1.582], [-0.971, -3.273, 3.254], [-2.293, 3.137, 2.150], [1.758, -1.976, -1.757], [0.262, 1.268, -2.687], [-5.032, -1.258, -1.307]],
  "gap_ev": 5.831,
  "multiplicity": 1,
  "lumo_ev": 5.63,
  "total_charge": -4
}

***

Entry 2:
{
  "formula": "F18O4P4V3",
  "method": "ωB97M-V/def2-TZVPD",
  "elements": ["V", "V", "V", "P", "P", "P", "P", "F", "F", "F", "F", "F", "F", "F", "F", "F", "F", "F", "F", "F", "F", "F", "F", "F", "F", "O", "O", "O", "O"],
  "coordinates": [[-2.009, -0.902, 1.795], [-2.188, 1.854, -0.732], [-0.880, -1.492, -1.440], [1.268, 1.096, -2.679], [1.091, -2.751, 0.802], [0.251, 2.017, 2.161], [-3.024, -0.481, -0.472], [1.188, 3.236, 1.759], [-0.027, 1.534, -1.706], [0.047, -1.819, 1.730], [2.506, 0.612, -3.576], [-0.189, -3.425, 0.043], [2.053, 0.706, -1.339], [2.075, -3.624, -0.091], [1.077, 1.085, 1.140], [0.975, -1.569, -0.358], [1.853, 2.595, -2.602], [2.209, -1.938, 1.582], [-0.747, 2.404, 0.880], [1.029, -3.928, 1.887], [0.425, 1.445, -3.984], [-0.704, 0.694, 2.487], [1.169, 1.565, 3.422], [0.642, -0.460, -2.666], [-0.599, 2.914, 3.174], [-1.513, -0.161, -0.090], [-3.193, 0.590, 0.668], [-2.430, -1.838, -0.009], [-2.358, 0.039, -1.788]],
  "gap_ev": [6.217, 8.869],
  "multiplicity": 10,
  "lumo_ev": [-3.56, -2.66]
}

***

Entry 3:
{
  "formula": "F2H2InNO6S2",
  "method": "ωB97M-V/def2-TZVPD",
  "elements": ["In", "S", "S", "F", "F", "O", "O", "O", "O", "O", "O", "N", "H", "H"],
  "coordinates": [[-0.539, -1.706, -1.218], [0.032, 2.084, 0.306], [1.348, 0.466, 1.505], [-0.675, 1.975, -1.132], [1.460, -1.124, 1.666], [-1.849, -0.575, -3.289], [2.674, 0.895, 1.232], [1.106, 2.973, 0.044], [0.807, 0.858, 2.768], [-0.093, -4.279, -0.469], [-1.025, 2.555, 1.131], [0.295, 0.431, 0.327], [-2.601, -0.130, -2.860], [-0.940, -4.421, -0.011]],
  "gap_ev": 4.743,
  "multiplicity": 1,
  "lumo_ev": -6.14
}

***

Entry 4:
{
  "formula": "F2H2O2Si",
  "method": "ωB97M-V/def2-TZVPD",
  "elements": ["Si", "F", "F", "O", "O", "H", "H"],
  "coordinates": [[0.273, -0.197, -0.016], [1.714, -0.772, -0.280], [0.689, 1.690, 0.717], [-0.404, -1.118, 1.076], [-0.566, 0.226, -1.298], [-1.259, -0.937, 1.462], [-0.446, 1.107, -1.660]],
  "gap_ev": 12.366,
  "multiplicity": 1,
  "lumo_ev": 0.05
}